{
  "formula": "C25H33Br2N5OsS",
  "method": "wB97M-V/def2-TZVPD",
  "species": ["Os", "Br", "C", "C", "C", "N", "C", "C", "C", "C", "C", "Br", "C", "C", "N", "H", "H", "H", "H", "H", "H", "N", "C", "C", "C", "C", "C", "C", "H", "H", "H", "H", "H", "H", "H", "C", "C", "C", "C", "N", "C", "S", "N", "C", "C", "C", "C", "H", "H", "H", "H", "H", "H", "H", "H", "H", "H", "H", "H", "H", "H", "H", "H", "H", "H", "H", "H"],
  "xyz": [[-0.25497, -0.86372, 0.49647], [1.42238, 5.07443, 2.66661], [0.92971, 3.43633, 2.03504], [-0.36544, 3.22310, 1.51063], [-0.69838, 1.98548, 1.06167], [0.17927, 0.92745, 1.10367], [1.46319, 1.13472, 1.58496], [1.84226, 2.35730, 2.05802], [2.32191, -0.05446, 1.49467], [3.64301, -0.10256, 1.86725], [4.39189, -1.26561, 1.62285], [6.16620, -1.35636, 2.11262], [3.75970, -2.33684, 0.98231], [2.43178, -2.23404, 0.64851], [1.70759, -1.12637, 0.91810], [-1.08664, 4.02888, 1.46991], [-1.68388, 1.77707, 0.65934], [2.83776, 2.51834, 2.44816], [4.12157, 0.74957, 2.32977], [4.30185, -3.24406, 0.75017], [1.91543, -3.04943, 0.16035], [-1.14054, -1.76540, 2.12479], [-1.67077, -2.91964, 1.39152], [-3.03745, -2.99329, 1.13446], [-3.51483, -4.13924, 0.51688], [-2.64034, -5.16029, 0.15209], [-1.27857, -5.05414, 0.39346], [-0.77370, -3.92509, 1.03161], [-1.88577, -1.22873, 2.57882], [-0.51279, -2.03540, 2.88887], [-3.72289, -2.21606, 1.45313], [-4.57855, -4.24406, 0.34615], [-3.03324, -6.06098, -0.30332], [-0.61048, -5.86418, 0.13172], [0.27295, -3.87258, 1.30259], [-0.55163, -0.19441, -6.28669], [0.53994, 0.79887, -5.89382], [1.05214, 0.68922, -4.45737], [0.09825, 1.18524, -3.37377], [-1.12355, 0.35424, -3.28204], [-1.27390, -0.80746, -2.68563], [0.07090, -1.38930, -1.61593], [-2.30130, -1.59210, -2.89809], [-2.48339, -2.98547, -2.45558], [-1.95136, -3.97277, -3.49064], [-2.61048, -3.85679, -4.86653], [-4.10856, -4.13401, -4.86058], [-0.64414, -0.24692, -7.37020], [-1.54840, 0.08756, -5.92818], [-0.32251, -1.20504, -5.93475], [0.20555, 1.82245, -6.08412], [1.39780, 0.64612, -6.54979], [1.96600, 1.27897, -4.35551], [1.32866, -0.35080, -4.23771], [-0.24701, 2.19755, -3.58258], [0.57878, 1.19429, -2.39479], [-1.83813, 0.59497, -3.96248], [-2.94771, -1.30298, -3.62815], [-3.55422, -3.10835, -2.30004], [-1.99200, -3.10534, -1.49102], [-2.11716, -4.97543, -3.08750], [-0.86646, -3.84603, -3.57848], [-2.11202, -4.56476, -5.52957], [-2.40604, -2.87087, -5.30247], [-4.31887, -5.14761, -4.51655], [-4.51990, -4.03957, -5.86368], [-4.67064, -3.44289, -4.22453]],
  "forces_ev_per_a": [[-0.45, -0.51, -0.08], [-0.04, -0.11, -0.04], [0.02, 0.05, 0.03], [0.01, 0.04, 0.03], [-0.05, -0.10, 0.02], [0.26, 0.21, -0.26], [-0.08, 0.08, 0.03], [-0.01, 0.01, 0.03], [0.04, -0.02, -0.12], [-0.01, 0.02, -0.03], [0.11, -0.04, 0.02], [-0.18, 0.00, -0.04], [0.10, 0.02, 0.03], [-0.13, 0.00, 0.11], [-0.08, -0.07, 0.14], [0.00, 0.00, 0.00], [0.01, -0.01, -0.01], [0.00, -0.01, 0.00], [-0.01, 0.01, 0.00], [-0.01, 0.00, -0.01], [0.02, 0.01, -0.04], [0.23, 0.11, 0.73], [0.33, 0.67, -0.02], [-0.27, -0.26, -0.25], [-0.15, 0.34, 0.18], [0.02, -0.20, -0.01], [0.24, 0.09, 0.03], [0.01, -0.32, -0.25], [-0.11, -0.04, -0.15], [0.03, -0.15, -0.14], [0.01, 0.01, 0.05], [0.00, -0.03, 0.00], [0.00, -0.01, 0.02], [-0.02, -0.01, -0.01], [-0.03, -0.03, 0.16], [-0.04, -0.01, -0.02], [0.03, 0.03, -0.01], [0.01, 0.02, 0.04], [0.06, 0.00, -0.05], [-0.08, -0.03, 0.22], [0.02, 0.10, -0.09], [0.17, 0.19, -0.13], [-0.08, 0.08, -0.02], [0.02, -0.10, -0.08], [0.01, 0.02, 0.04], [0.02, 0.01, -0.02], [-0.03, 0.00, 0.01], [0.00, 0.00, 0.01], [0.00, 0.00, 0.00], [0.00, -0.01, 0.00], [0.02, 0.00, -0.01], [-0.02, -0.01, 0.01], [-0.01, 0.01, 0.00], [0.02, -0.01, 0.00], [0.01, -0.01, -0.01], [-0.01, 0.00, 0.02], [0.01, -0.03, -0.04], [0.01, 0.02, 0.00], [0.01, -0.03, 0.02], [0.04, 0.05, -0.01], [0.00, -0.03, -0.02], [0.01, 0.00, 0.01], [-0.01, 0.01, 0.00], [0.02, 0.00, 0.01], [0.00, 0.00, 0.01], [0.00, -0.02, 0.00], [0.00, 0.01, -0.01]],
  "lowdin_charge": [1.298, 1.104, -0.615, -0.030, -0.049, -0.129, -0.154, 0.012, -0.176, 0.011, -0.629, 1.032, -0.024, -0.084, -0.105, 0.143, 0.140, 0.136, 0.133, 0.142, 0.112, -0.023, -0.339, 0.001, -0.012, 0.000, -0.004, -0.040, 0.149, 0.156, 0.139, 0.145, 0.146, 0.141, 0.109, -0.094, -0.225, -0.188, -0.170, 0.063, -0.581, 0.803, 0.078, -0.191, -0.176, -0.244, -0.080, 0.096, 0.057, 0.073, 0.125, 0.126, 0.130, 0.108, 0.143, 0.084, 0.160, 0.178, 0.128, 0.049, 0.125, 0.114, 0.127, 0.093, 0.091, 0.093, 0.067],
  "charge": 4,
  "de_lowest_ev": 0.000,
  "lumo_ev": [-15.2, -15.2]
}